C24H61BN3O6Zn | ωB97M-V/def2-TZVPD

Its frontier orbital gap is 0.264 Ha. The value obtained for the LUMO energy is -2.518 eV. The total energy is -3370.57496 Eh. Its spin multiplicity is 1. The charge is +1.

Structure (XYZ):
```
96
Properties=species:S:1:pos:R:3:mulliken_charge:R:1
Zn 2.20 0.29 -1.40 0.015
B 0.21 0.60 -0.66 4.486
H 0.68 -0.27 -0.01 -1.106
H -0.70 0.98 -0.04 -0.626
H 0.93 1.50 -0.87 -0.775
H -0.22 0.17 -1.68 -0.710
C -3.48 1.99 -1.01 -1.445
C -2.51 3.00 -1.58 1.515
C -3.18 4.31 -1.95 -1.584
O -1.54 3.35 -0.57 -0.583
H -3.97 2.31 -0.09 0.306
H -2.98 1.03 -0.89 0.251
H -4.33 1.80 -1.68 0.516
H -1.90 2.60 -2.40 -0.241
H -3.94 4.20 -2.72 0.383
H -2.42 5.03 -2.26 0.367
H -3.64 4.75 -1.06 0.355
H -1.19 2.52 -0.20 -0.109
C 1.64 3.15 -2.98 -0.685
O 1.93 1.74 -3.01 -0.399
C 1.31 1.03 -4.06 -0.889
C 1.83 -0.40 -4.16 -0.769
N 1.69 -1.15 -2.87 -0.174
C 2.18 -2.53 -3.03 -0.599
C 1.41 -3.35 -4.08 -0.910
O 0.09 -2.85 -4.10 -0.329
C -0.76 -3.61 -4.97 -0.849
H 1.94 3.59 -3.94 0.353
H 2.24 3.64 -2.22 0.319
H 0.57 3.24 -2.81 0.095
H 1.41 1.55 -5.02 0.613
H 0.23 0.99 -3.87 0.306
H 2.89 -0.31 -4.43 0.245
H 1.33 -0.87 -5.00 0.585
H 0.68 -1.35 -2.91 0.487
H 2.15 -3.02 -2.05 0.231
H 3.24 -2.53 -3.31 0.169
H 1.45 -4.41 -3.82 0.560
H 1.87 -3.22 -5.07 0.403
H -0.71 -4.67 -4.73 0.314
H -0.47 -3.40 -6.00 0.328
H -1.76 -3.20 -4.88 0.278
C 2.60 -2.05 0.91 -0.803
O 3.09 -1.27 -0.19 0.419
C 4.43 -1.58 -0.49 -0.937
C 5.01 -0.72 -1.63 -1.035
N 4.23 0.51 -1.96 -0.385
C 4.72 1.69 -1.20 -0.793
C 4.41 1.70 0.27 -0.690
O 3.00 1.59 0.35 0.060
C 2.43 1.80 1.62 -0.831
H 2.41 -3.06 0.57 0.291
H 1.69 -1.56 1.24 -0.010
H 3.33 -2.06 1.73 0.350
H 4.52 -2.63 -0.80 0.473
H 5.06 -1.48 0.40 0.654
H 5.05 -1.33 -2.54 0.397
H 6.05 -0.47 -1.42 0.409
H 4.60 0.68 -2.90 0.344
H 4.22 2.56 -1.63 0.272
H 5.78 1.84 -1.42 0.551
H 4.75 2.62 0.77 0.561
H 4.92 0.91 0.85 0.246
H 2.62 1.00 2.35 0.284
H 1.35 1.85 1.50 0.067
H 2.78 2.75 2.04 0.440
C -1.08 -0.05 3.01 -1.211
C -2.15 0.28 4.08 1.943
C -3.29 1.04 3.40 -1.498
C -4.26 0.19 2.55 -0.250
C -4.80 -0.94 3.41 -1.388
C -3.71 -1.77 4.04 1.736
N -2.73 -0.91 4.69 0.140
O -1.77 -1.65 5.44 -0.473
C -4.42 -2.56 5.17 -1.978
C -3.07 -2.83 3.11 -1.484
C -1.53 1.17 5.16 -2.092
H -0.34 -0.78 3.34 0.398
H -0.61 0.87 2.67 0.095
H -1.62 -0.44 2.13 0.023
H -3.91 1.50 4.18 0.419
H -2.90 1.84 2.76 0.383
H -3.71 -0.15 1.66 0.124
H -5.00 0.93 2.23 0.366
H -5.50 -1.56 2.83 0.513
H -5.42 -0.40 4.14 0.355
H -5.25 -3.15 4.78 0.400
H -3.74 -3.29 5.61 0.388
H -4.82 -1.90 5.93 0.456
H -2.33 -2.37 2.44 0.195
H -2.55 -3.55 3.73 0.429
H -3.80 -3.32 2.47 0.375
H -1.18 2.07 4.65 0.366
H -0.68 0.63 5.57 0.373
H -2.20 1.41 5.99 0.485
H -1.06 -1.82 4.80 0.384
```

C24H62N10O20Si | ωB97M-V/def2-TZVPD

Its frontier orbital gap is 0.368 Ha. The value obtained for the LUMO energy is 0.094 eV. The total energy is -3292.41579 Eh. Its spin multiplicity is 1. Its SMILES is CCCCCCCCCCCCCC[SiH3].C[N+](=O)[O-].C[N+](=O)[O-].C[N+](=O)[O-].C[N+](=O)[O-].C[N+](=O)[O-].C[N+](=O)[O-].C[N+](=O)[O-].C[N+](=O)[O-].C[N+](=O)[O-].C[N+](=O)[O-]. The charge is 0. For the energy above the lowest of the compared OMol25 structures with the same formula, charge and spin, the calculation gives 0.0 kcal/mol.

Structure (XYZ):
```
117
Properties=species:S:1:pos:R:3:mulliken_charge:R:1
C 4.18 -3.55 0.06 -1.382
C 4.17 -2.30 0.88 -1.096
C 3.76 -1.16 -0.04 0.893
C 4.98 -0.67 -0.75 -1.026
C 4.76 -0.18 -2.17 -1.510
C 3.41 0.36 -2.53 0.110
C 3.25 1.84 -2.32 -0.737
C 3.40 2.37 -0.91 -1.055
C 2.18 3.11 -0.35 -0.422
C 1.63 2.52 0.93 -1.819
C 0.29 1.88 0.77 -0.674
C 0.51 0.52 0.15 2.478
C -0.52 0.19 -0.85 -0.248
C -0.31 -1.12 -1.54 -1.012
Si -0.29 -2.59 -0.34 0.379
H 4.98 -3.54 -0.62 0.387
H 3.27 -3.70 -0.42 0.378
H 4.32 -4.36 0.71 0.455
H 3.46 -2.40 1.64 0.433
H 5.12 -2.10 1.27 0.461
H 3.33 -0.43 0.56 -0.381
H 3.05 -1.56 -0.69 0.146
H 5.62 -1.49 -0.81 0.733
H 5.49 0.03 -0.19 0.490
H 5.06 -0.92 -2.83 0.572
H 5.42 0.61 -2.34 0.313
H 2.60 -0.16 -2.11 -0.745
H 3.31 0.24 -3.57 0.602
H 3.84 2.36 -3.00 0.681
H 2.25 2.05 -2.60 0.024
H 4.14 3.11 -0.96 0.603
H 3.73 1.66 -0.22 0.538
H 2.46 4.09 -0.12 0.535
H 1.38 3.18 -1.06 0.186
H 2.28 1.76 1.27 0.679
H 1.56 3.26 1.67 0.510
H -0.11 1.72 1.72 -0.107
H -0.33 2.44 0.14 0.741
H 0.48 -0.15 0.96 0.060
H 1.48 0.48 -0.23 -1.828
H -0.51 0.94 -1.59 0.385
H -1.47 0.25 -0.38 -0.126
H 0.54 -1.14 -2.14 0.444
H -1.11 -1.27 -2.18 0.463
H -1.59 -3.28 -0.34 -0.213
H 0.01 -2.04 1.00 -0.072
H 0.82 -3.51 -0.68 -0.247
C 2.11 -7.74 1.48 -0.800
N 2.34 -6.48 0.75 0.958
O 1.72 -5.52 1.08 -0.499
O 3.13 -6.48 -0.13 -0.539
H 1.36 -7.56 2.23 0.262
H 1.76 -8.47 0.76 0.308
H 3.04 -8.05 1.92 0.323
C 0.88 4.57 -4.20 -0.942
N -0.18 3.54 -4.07 0.954
O -0.51 3.25 -2.97 -0.498
O -0.63 3.09 -5.07 -0.602
H 1.18 4.88 -3.21 0.328
H 1.72 4.11 -4.72 0.307
H 0.48 5.40 -4.76 0.428
C -0.50 -2.06 3.74 -0.320
N -1.62 -3.01 3.98 1.015
O -1.97 -3.18 5.11 -0.612
O -2.10 -3.54 3.03 -0.561
H -0.18 -1.66 4.68 0.297
H 0.29 -2.61 3.26 0.210
H -0.87 -1.27 3.09 0.052
C -1.13 1.57 6.16 -0.863
N -1.11 1.54 4.66 0.910
O -0.33 0.81 4.13 -0.526
O -1.87 2.24 4.08 -0.519
H -0.38 0.88 6.52 0.346
H -0.91 2.58 6.47 0.315
H -2.12 1.28 6.47 0.318
C 4.29 6.41 -6.54 -0.735
N 3.27 6.81 -5.54 0.910
O 3.32 6.32 -4.46 -0.527
O 2.47 7.61 -5.89 -0.530
H 4.95 5.69 -6.08 0.308
H 3.77 5.98 -7.38 0.292
H 4.83 7.30 -6.83 0.289
C -3.69 1.36 0.87 -0.844
N -4.88 2.10 1.37 1.100
O -4.70 3.13 1.93 -0.582
O -5.95 1.61 1.19 -0.661
H -2.80 1.93 1.12 0.231
H -3.68 0.39 1.36 0.309
H -3.80 1.25 -0.20 0.396
C -7.88 1.36 -1.36 -0.593
N -7.49 1.37 -2.79 0.954
O -6.36 1.11 -3.05 -0.537
O -8.33 1.62 -3.59 -0.570
H -7.02 1.11 -0.77 0.204
H -8.25 2.35 -1.12 0.275
H -8.66 0.62 -1.24 0.291
C -3.97 -1.23 -4.39 -0.767
N -3.79 -2.15 -3.24 0.905
O -3.49 -1.68 -2.19 -0.453
O -3.97 -3.31 -3.44 -0.572
H -3.77 -0.23 -4.05 0.302
H -3.26 -1.52 -5.16 0.289
H -4.99 -1.33 -4.73 0.304
C -2.63 5.96 4.91 -0.729
N -2.46 5.09 6.10 0.902
O -2.21 5.60 7.14 -0.551
O -2.58 3.92 5.92 -0.503
H -2.49 6.99 5.22 0.320
H -1.88 5.67 4.18 0.259
H -3.63 5.80 4.53 0.294
C -2.14 -8.73 3.20 -0.723
N -1.25 -9.82 2.72 0.895
O -1.53 -10.93 3.00 -0.538
O -0.31 -9.50 2.06 -0.534
H -2.94 -9.17 3.77 0.323
H -1.54 -8.07 3.81 0.283
H -2.52 -8.21 2.33 0.286
```

C24H64BBrF6N3O13P2 | ωB97M-V/def2-TZVPD

Its frontier orbital gap is 0.268 Ha. The value obtained for the LUMO energy is -4.421 eV. The total energy is -5975.70346 Eh. Its spin multiplicity is 1. The charge is +1. For the energy above the lowest of the compared OMol25 structures with the same formula, charge and spin, the calculation gives 12.6 kcal/mol.

Structure (XYZ):
```
114
Properties=species:S:1:pos:R:3:mulliken_charge:R:1
C 0.62 -2.49 -0.47 -1.209
B -0.17 -1.39 -1.22 0.883
O 0.36 -0.85 -2.33 -0.515
C -1.60 -0.94 -0.59 -0.443
N -2.82 -1.36 -1.29 0.433
F -2.67 -1.25 -2.68 -0.215
C -3.86 -0.54 -0.84 -0.325
N -5.11 -0.66 -1.20 0.203
P -6.20 0.82 -0.67 0.506
O -7.46 0.57 -1.62 -0.492
Br -7.08 0.12 1.24 -0.170
C -5.63 -1.75 -2.05 0.693
F -4.72 -2.69 -2.27 -0.282
F -5.96 -1.19 -3.24 -0.307
C -6.89 -2.44 -1.48 0.113
F -6.75 -2.59 -0.15 -0.200
F -6.97 -3.66 -2.06 -0.269
N -3.40 0.45 -0.02 0.572
P -3.63 0.28 1.72 0.685
O -4.27 1.39 2.40 -0.710
C -1.92 0.52 -0.39 0.270
O -1.17 1.26 0.46 -0.578
F -1.93 1.17 -1.59 -0.330
H 0.85 -2.18 0.55 0.434
H -0.04 -3.36 -0.36 0.372
H 1.50 -2.80 -1.00 0.332
H 0.04 0.03 -2.54 0.281
H -1.67 -1.49 0.35 0.176
H -8.14 0.05 -1.18 0.280
H -7.80 -1.91 -1.75 0.335
H -2.36 0.00 2.24 -0.164
H -4.35 -0.92 1.78 0.199
H -0.59 0.71 0.99 0.363
C 0.08 -2.93 4.81 -1.111
C 0.15 -2.31 3.44 -0.102
O -1.09 -1.64 3.11 -0.417
H -0.73 -3.66 4.86 0.377
H 1.02 -3.44 5.04 0.198
H -0.09 -2.17 5.56 0.282
H 0.31 -3.06 2.67 0.239
H 0.97 -1.58 3.38 0.239
H -1.25 -0.96 3.77 0.342
C -4.43 3.52 -4.19 -0.918
C -3.79 4.64 -3.39 -0.042
O -3.36 4.17 -2.11 -0.482
H -5.29 3.12 -3.65 0.172
H -4.77 3.88 -5.17 0.379
H -3.72 2.71 -4.35 0.259
H -4.49 5.45 -3.21 0.308
H -2.92 5.05 -3.93 0.107
H -2.72 3.47 -2.27 0.216
C 2.23 1.69 6.17 -1.037
C 1.08 0.71 6.08 0.023
O 1.48 -0.61 6.44 -0.464
H 3.05 1.38 5.52 0.284
H 1.92 2.70 5.90 0.352
H 2.61 1.71 7.19 0.222
H 0.69 0.66 5.06 0.099
H 0.26 1.02 6.74 0.285
H 1.80 -0.58 7.34 0.230
C 4.57 -0.35 -2.80 -0.861
C 4.46 -0.45 -1.29 -0.111
O 3.27 0.19 -0.81 -0.529
H 4.57 0.69 -3.13 0.107
H 5.49 -0.83 -3.15 0.384
H 3.72 -0.85 -3.28 0.269
H 5.29 0.06 -0.81 0.353
H 4.46 -1.49 -0.97 0.131
H 2.52 -0.26 -1.23 0.235
C -1.90 -5.52 -3.68 -1.301
C -1.15 -4.42 -2.95 0.404
O -0.57 -4.90 -1.74 -0.486
H -2.69 -5.93 -3.05 0.319
H -2.36 -5.13 -4.60 0.355
H -1.23 -6.33 -3.96 0.403
H -1.83 -3.62 -2.67 -0.161
H -0.37 -4.00 -3.59 0.207
H 0.05 -5.60 -1.97 0.282
C 4.89 -3.60 2.69 -1.124
C 3.60 -3.64 3.48 -0.052
O 2.55 -4.28 2.75 -0.422
H 4.75 -3.08 1.74 0.175
H 5.68 -3.09 3.25 0.360
H 5.24 -4.62 2.46 0.356
H 3.25 -2.63 3.69 0.209
H 3.75 -4.15 4.43 0.302
H 2.83 -5.18 2.57 0.243
C 5.52 1.05 10.10 -1.031
C 4.14 0.55 10.46 -0.306
O 3.39 0.17 9.30 -0.427
H 5.45 1.90 9.42 0.261
H 6.07 1.35 10.99 0.351
H 6.09 0.27 9.59 0.337
H 3.56 1.34 10.95 0.279
H 4.20 -0.30 11.15 0.268
H 3.87 -0.53 8.87 0.269
C 4.13 4.55 -5.72 -0.942
C 4.19 3.07 -5.41 -0.256
O 3.97 2.80 -4.03 -0.456
H 4.86 5.10 -5.12 0.312
H 4.32 4.75 -6.77 0.349
H 3.14 4.95 -5.46 0.172
H 5.18 2.67 -5.65 0.298
H 3.46 2.53 -6.01 0.273
H 3.10 3.13 -3.80 0.247
C -1.53 6.15 -7.45 -1.117
C -0.95 4.95 -6.74 -0.094
O 0.41 4.72 -7.12 -0.505
H -1.48 6.01 -8.53 0.297
H -2.57 6.32 -7.17 0.333
H -0.96 7.06 -7.22 0.336
H -1.51 4.05 -6.99 0.256
H -1.00 5.09 -5.65 0.191
H 0.91 5.50 -6.89 0.296
```